# 1
Molecular formula: C30H41ClF15N2O12P
Method: DFT, ωB97M-V/def2-TZVPD

The calculation puts the highest occupied orbital energy at -10.11 eV. As for the total charge: 0. The calculation puts the LUMO energy at 0.1 eV. The orbital gap is 10.2 eV.

Last column: Löwdin charge in e.
Cartesian coordinates (Å):
C1 -9.50817 2.15053 -2.64724  -0.40
F1 -9.13336 3.82537 -1.02338  0.17
H1 6.59553 2.97779 -1.94351  0.08
C2 -3.12515 0.98255 4.96614  -0.40
H2 1.15472 3.35321 3.55343  0.12
O1 -9.85592 2.31197 -3.77831  0.17
H3 1.24252 1.43740 1.98083  0.03
H4 -11.66382 0.80410 -2.84794  0.13
F2 3.95225 -0.64970 -2.41243  0.16
O2 -1.98324 0.19169 5.29763  -0.05
F3 -1.92665 1.46121 -5.86860  0.16
C3 1.82335 3.36881 2.69580  -0.18
H5 -4.89745 -1.12336 1.35029  0.11
H6 6.43900 -3.64732 0.58450  0.09
C4 -3.87780 0.58306 0.48222  -0.23
H7 2.82291 1.96746 1.39178  0.07
H8 1.17054 -1.48177 -4.20080  0.12
F4 5.50551 -1.35099 -3.74549  0.17
C5 7.10822 -6.80504 1.75723  -0.41
C6 5.23976 -1.01137 -2.48784  -0.54
C7 -2.88248 -1.18335 2.16153  -0.54
O3 7.14213 0.46079 -2.61886  0.18
H9 3.38876 -1.60861 -5.30447  0.08
H10 -5.83617 1.24636 1.05813  0.08
H11 -3.66721 1.20512 5.89117  0.14
H12 3.10625 0.02126 -4.67339  0.07
H13 -4.28926 0.74904 3.17199  0.10
O4 6.50431 -7.41959 0.92952  0.17
F5 5.40563 -2.09993 -1.71741  0.15
H14 8.74550 -4.53264 0.21984  0.13
H15 -5.84282 0.25559 -0.42811  0.08
F6 -7.90735 3.88008 -2.80676  0.18
F7 8.39046 -7.69415 3.52882  0.17
O5 0.47881 0.11486 -5.21989  0.03
C8 3.79591 4.53825 2.20685  -0.41
O6 -9.91729 1.21531 -1.80468  0.03
N1 -5.48639 -2.90783 3.62497  0.18
F8 4.61388 6.41034 3.39330  0.17
O7 7.83798 -5.71619 1.57630  0.03
H16 -11.30931 -0.19616 -1.44029  0.12
H17 -2.39161 2.99166 5.17451  0.08
C9 0.20668 0.61046 -6.41596  -0.41
C10 6.50429 1.64011 -0.24543  -0.18
O8 5.73481 0.57814 -0.85417  0.03
N2 -0.82650 0.41417 2.08169  0.23
C11 -10.87486 0.26717 -2.32276  -0.19
H18 7.56009 1.37091 -0.25374  0.13
C12 5.00357 5.25406 2.84364  -0.55
H19 -9.41909 -1.28034 -2.65772  0.08
H20 5.75898 -5.10798 -0.13122  0.08
O9 2.99636 4.08433 3.15396  0.04
H21 6.16990 1.65799 0.78947  0.12
H22 8.08553 -6.01594 -0.46324  0.13
F9 -0.81554 2.48707 -7.41941  0.18
H23 -3.65927 -1.52049 0.18832  0.10
H24 0.96058 -1.77886 -5.92363  0.13
F10 5.56079 4.50003 3.79786  0.17
F11 5.92618 5.51344 1.92093  0.17
H25 6.72582 -4.01704 -1.12454  0.07
H26 -1.87578 2.17189 3.68269  0.06
H27 2.94607 -0.29452 -6.39587  0.08
H28 -5.02422 0.01291 4.55615  0.13
O10 0.55931 0.18614 -7.47562  0.17
Cl1 -0.95623 -3.23646 3.31583  0.30
C13 -2.70597 2.32997 4.36675  -0.04
H29 -1.52952 0.62837 6.02804  0.10
O11 -1.16152 -2.48760 0.57587  -0.35
H30 -2.74786 -1.58332 4.28489  0.09
H31 6.78626 3.75818 -0.37050  0.08
F12 -0.21691 2.69219 -5.34922  0.17
H32 -9.78086 -0.32024 -4.09216  0.08
C14 -0.70400 1.84527 -6.26277  -0.55
H33 -3.55295 2.79127 3.86013  0.08
C15 -3.49650 -1.20119 3.59362  -0.29
C16 6.17240 0.11802 -2.01154  -0.41
H34 -0.40534 -2.00634 0.95163  0.04
H35 -3.28113 0.59548 -0.42765  0.11
C17 1.32070 -1.05737 -5.19099  -0.18
H36 -10.95135 -1.51093 -3.51710  0.08
C18 6.25451 2.97496 -0.90924  -0.05
C19 -4.59478 -2.18326 3.60059  -0.23
H37 5.19065 3.21231 -0.90372  0.08
F13 6.92057 -6.18294 4.04335  0.17
H38 1.34290 3.94210 1.90393  0.13
F14 -7.55810 2.35988 -1.30539  0.15
C20 -4.06576 0.15889 4.06272  -0.07
C21 -10.21550 -0.77216 -3.20220  -0.06
H39 -5.26524 1.95052 -0.44039  0.06
H40 -3.48629 1.28873 1.21091  0.09
O12 3.64003 4.44970 1.02428  0.16
C22 7.16975 -7.22331 3.24000  -0.55
C23 6.62457 -4.44708 -0.13311  -0.06
H41 2.65031 1.41750 3.05766  0.09
C24 -3.88871 -0.86234 1.03229  -0.19
C25 -1.72968 -0.29881 2.12279  -0.25
C26 2.77749 -0.71389 -5.40490  -0.06
P1 -2.23110 -2.92306 1.72130  0.66
C27 7.88611 -5.19892 0.22925  -0.19
F15 6.27885 -8.17519 3.49106  0.18
C28 -5.30966 1.02458 0.12752  -0.11
C29 -8.50082 3.07402 -1.93518  -0.54
C30 2.15444 1.96302 2.25286  -0.06

# 2
Molecular formula: C5H17N2O2
Method: DFT, ωB97M-V/def2-TZVPD

The energy above the lowest of the compared OMol25 structures with the same formula, charge and spin comes out at 1.810 eV. The calculation puts the highest occupied orbital energy at -12.53 eV. As for the total charge: +1. The calculation puts the LUMO energy at -2.9 eV. The orbital gap is 9.6 eV.

Last column: Löwdin charge in e.
Cartesian coordinates (Å):
H1 1.00892 -1.94699 -0.46039  0.11
N1 1.46399 -0.82193 2.14731  0.08
C1 0.32723 -0.22971 1.62859  -0.14
H2 1.82871 -0.63289 3.06567  0.10
C2 -0.02112 -0.25332 0.34756  -0.19
O1 1.64588 0.69984 -2.82271  -0.05
H3 -2.80942 3.39369 0.76845  0.08
H4 2.36259 1.23072 -2.44667  0.07
H5 -1.10497 -2.76120 0.10794  0.06
H6 -0.73935 2.89690 -0.38091  0.12
H7 -1.70620 0.32454 -0.96942  0.12
H8 -0.28014 -3.99962 -0.11913  0.08
C3 -2.65070 2.44698 0.25401  -0.10
N2 1.00751 -0.93729 -0.61388  0.20
H9 0.78859 -0.72832 -1.58654  0.11
C4 -1.16968 2.04435 0.18923  -0.26
C5 -0.79052 0.75626 -0.54193  -0.14
H10 1.82799 -0.36108 -0.42793  0.15
H11 1.93347 0.65806 -3.75677  0.08
H12 1.54007 -1.83348 2.06497  0.10
H13 -3.06080 2.62994 -0.74594  0.08
H14 -0.19463 0.83378 -1.45432  0.08
H15 -0.16610 0.50211 2.26028  0.13
O2 -0.24008 -3.12861 0.29673  -0.04
H16 -3.12839 1.55993 0.68628  0.08
H17 -0.66988 2.18066 1.14738  0.09

# 3
Molecular formula: C11H27AuCl2N2OP2S
Method: DFT, ωB97M-V/def2-TZVPD

The spin multiplicity is 3. The calculation puts the highest occupied orbital energy (alpha / beta) at -14.45 / -14.58 eV. As for the expectation value of S²: 2.015. As for the total charge: +2. The calculation puts the LUMO energy (alpha / beta) at -8.1 / -9.0 eV. The orbital gap (alpha / beta) is 6.3 / 5.5 eV.

Last column: Löwdin spin population.
Cartesian coordinates (Å):
H1 0.94673 -2.95997 -2.43825  0.00
Cl1 -1.89760 0.11604 -3.69979  0.14
C1 0.07769 0.42937 4.94356  0.00
N1 -1.01066 0.30543 3.95589  0.01
C2 0.87376 2.54112 0.28300  0.02
H2 -0.76511 -3.33551 -2.63952  0.00
C3 0.05532 -3.31489 -1.91146  0.05
H3 1.40534 0.02365 1.94072  0.00
H4 -0.85047 3.04364 -3.00618  0.00
H5 1.30676 -3.51113 0.54058  0.00
C4 1.32324 0.30512 4.08383  0.01
H6 1.95462 1.19087 4.21229  0.00
H7 -0.00761 1.40108 5.44862  0.00
P1 -0.37139 -2.23367 -0.52206  0.13
C5 1.60073 -0.14469 -3.21140  0.01
H8 0.81272 -1.01340 -5.04599  0.00
N2 0.79384 0.19822 2.74830  0.03
H9 0.24337 -4.33168 -1.58244  0.01
C6 1.35753 -0.09746 -4.69483  0.00
H10 -2.81877 2.75643 -0.68739  0.00
Au1 -0.58388 -0.16788 -1.89085  0.29
C7 -1.54229 -3.25811 0.36263  0.00
H11 1.89900 -0.57390 4.38639  0.00
H12 0.86609 2.76250 -2.70905  0.00
H13 -2.08576 2.72728 0.90359  0.00
H14 0.93675 3.62963 0.33028  0.01
O1 2.26910 -0.20513 -2.24107  0.01
H15 1.82349 2.15758 -0.10604  0.00
H16 -2.49781 -3.27196 -0.15347  0.00
H17 0.73533 2.15915 1.29827  0.00
H18 -1.71218 4.06066 -0.20134  0.01
C8 -0.06445 3.11343 -2.25569  0.04
H19 -2.00319 0.30613 4.15048  0.00
P2 -0.48313 2.09883 -0.81842  0.22
C9 1.09648 -2.43854 0.46272  0.01
H20 0.64513 0.74589 -4.94401  0.00
H21 -1.75446 -2.87420 1.35363  0.00
C10 -1.90037 2.98253 -0.14206  0.03
H22 -0.02728 -0.36941 5.69174  0.00
S1 -1.20174 0.03003 1.04749  0.40
H23 1.96758 -1.97122 0.02904  0.00
H24 -1.17158 -4.27601 0.45853  0.00
C11 -0.54360 0.17362 2.68237  0.06
Cl2 -3.14777 -1.00563 -0.76139  0.50
H25 0.06738 4.16338 -1.97727  0.01
H26 0.98513 -2.06975 1.47114  0.00
H27 2.39804 0.00253 -5.14511  0.00

Question: Which of these has the highest total charge?
Answer: C11H27AuCl2N2OP2S

Question: Look up the total charge of the second one.
Answer: +1

Please write out number 3 again, unchanged.
Molecular formula: C11H27AuCl2N2OP2S
Method: DFT, ωB97M-V/def2-TZVPD

The spin multiplicity is 3. The calculation puts the highest occupied orbital energy (alpha / beta) at -14.45 / -14.58 eV. As for the expectation value of S²: 2.015. As for the total charge: +2. The calculation puts the LUMO energy (alpha / beta) at -8.1 / -9.0 eV. The orbital gap (alpha / beta) is 6.3 / 5.5 eV.

Last column: Löwdin spin population.
Cartesian coordinates (Å):
H1 0.94673 -2.95997 -2.43825  0.00
Cl1 -1.89760 0.11604 -3.69979  0.14
C1 0.07769 0.42937 4.94356  0.00
N1 -1.01066 0.30543 3.95589  0.01
C2 0.87376 2.54112 0.28300  0.02
H2 -0.76511 -3.33551 -2.63952  0.00
C3 0.05532 -3.31489 -1.91146  0.05
H3 1.40534 0.02365 1.94072  0.00
H4 -0.85047 3.04364 -3.00618  0.00
H5 1.30676 -3.51113 0.54058  0.00
C4 1.32324 0.30512 4.08383  0.01
H6 1.95462 1.19087 4.21229  0.00
H7 -0.00761 1.40108 5.44862  0.00
P1 -0.37139 -2.23367 -0.52206  0.13
C5 1.60073 -0.14469 -3.21140  0.01
H8 0.81272 -1.01340 -5.04599  0.00
N2 0.79384 0.19822 2.74830  0.03
H9 0.24337 -4.33168 -1.58244  0.01
C6 1.35753 -0.09746 -4.69483  0.00
H10 -2.81877 2.75643 -0.68739  0.00
Au1 -0.58388 -0.16788 -1.89085  0.29
C7 -1.54229 -3.25811 0.36263  0.00
H11 1.89900 -0.57390 4.38639  0.00
H12 0.86609 2.76250 -2.70905  0.00
H13 -2.08576 2.72728 0.90359  0.00
H14 0.93675 3.62963 0.33028  0.01
O1 2.26910 -0.20513 -2.24107  0.01
H15 1.82349 2.15758 -0.10604  0.00
H16 -2.49781 -3.27196 -0.15347  0.00
H17 0.73533 2.15915 1.29827  0.00
H18 -1.71218 4.06066 -0.20134  0.01
C8 -0.06445 3.11343 -2.25569  0.04
H19 -2.00319 0.30613 4.15048  0.00
P2 -0.48313 2.09883 -0.81842  0.22
C9 1.09648 -2.43854 0.46272  0.01
H20 0.64513 0.74589 -4.94401  0.00
H21 -1.75446 -2.87420 1.35363  0.00
C10 -1.90037 2.98253 -0.14206  0.03
H22 -0.02728 -0.36941 5.69174  0.00
S1 -1.20174 0.03003 1.04749  0.40
H23 1.96758 -1.97122 0.02904  0.00
H24 -1.17158 -4.27601 0.45853  0.00
C11 -0.54360 0.17362 2.68237  0.06
Cl2 -3.14777 -1.00563 -0.76139  0.50
H25 0.06738 4.16338 -1.97727  0.01
H26 0.98513 -2.06975 1.47114  0.00
H27 2.39804 0.00253 -5.14511  0.00